[1]
14
Properties=species:S:1:pos:R:3:forces:R:3:nbo_charge:R:1 method="wB97M-V/def2-TZVPD" max_force_ev_per_a=0.52 e_homo_ev=-7.66 charge=0 homo_lumo_gap_ev=8.5 e_tot_ev=-8835.50887 de_lowest_kj_mol=67.0 molar_mass_g_mol=97.12 smiles=Cn1cccc1O
O 0.260862 2.019209 0.523534 0.163 0.096 -0.019 -0.67
N -0.423521 -0.192333 0.288463 0.130 0.077 -0.181 -0.36
C 0.041082 -1.380621 -0.248357 0.108 -0.096 -0.022 -0.09
C 1.637603 0.199156 -0.491576 -0.035 0.048 0.084 -0.41
C -1.813184 0.104900 0.566043 -0.041 0.015 0.114 -0.40
C 0.544100 0.753492 0.123364 -0.031 -0.299 -0.194 0.45
C 1.304188 -1.168047 -0.725368 0.103 -0.023 -0.353 -0.28
H 1.943914 -1.844966 -1.284865 -0.272 -0.082 0.431 0.22
H 1.006431 2.562684 0.247934 -0.101 0.126 0.093 0.49
H -2.334700 0.465381 -0.328885 0.118 -0.058 0.113 0.20
H -0.570839 -2.267873 -0.185136 0.070 0.081 -0.143 0.21
H -2.309110 -0.800736 0.921328 0.085 0.128 -0.003 0.21
H -1.864184 0.874695 1.333708 -0.090 -0.062 0.001 0.22
H 2.577353 0.675055 -0.740186 -0.206 0.050 0.080 0.22

[2]
108
Properties=species:S:1:pos:R:3:forces:R:3:lowdin_charge:R:1 method="wB97M-V/def2-TZVPD" max_force_ev_per_a=8.40 e_homo_ev=-8.36 charge=0 homo_lumo_gap_ev=6.8 e_tot_ev=-103741.28824 molar_mass_g_mol=848.68 smiles="CCCCCCC[C@@]1([PH2]=O)OC(=O)[C@@](CON=O)(COC(F)(F)F)[C@]1(CCCCn1cccc1)CC(=O)O.COP(=O)(OC)OC.COP(=O)(OC)OC"
P 3.949829 6.341695 2.559138 -0.072 -3.563 -7.607 0.60
P 5.909694 -0.291643 4.583218 0.361 5.556 -2.194 0.50
P -4.440348 1.265817 -2.184629 0.945 1.220 0.738 0.82
F -6.027024 -5.481536 -4.158269 -0.013 0.072 0.002 0.17
F -7.767340 -4.637914 -3.216157 -0.117 -0.055 0.328 0.18
F -6.296782 -5.723211 -2.033215 -0.227 0.032 0.140 0.17
O 6.324466 0.894175 5.382642 -0.095 -1.062 0.546 -0.26
O 4.310576 -0.470174 4.973439 1.483 -2.597 0.285 -0.23
O 5.606708 0.013547 3.043287 0.287 -0.133 0.017 -0.24
O -7.101691 -1.137928 -3.043258 -0.750 0.024 -0.249 0.19
O -3.587670 1.956918 -1.188642 0.058 -0.235 0.271 -0.41
O -4.958496 -0.772468 -3.673769 -0.787 0.920 -0.408 0.02
O -3.235315 -2.863777 0.877277 -0.430 -0.452 -0.350 0.12
O -5.906098 -2.012694 0.750388 0.950 -0.092 -0.047 -0.13
O -5.988768 -1.309522 2.759948 -0.227 -0.276 0.199 0.12
O 3.313811 5.043669 2.144963 -0.607 0.218 1.501 -0.26
O 7.312204 -1.025266 4.176299 -1.844 -1.990 1.135 -0.22
O 2.659464 7.357574 2.341822 0.990 0.916 3.224 -0.23
O -1.158146 -2.144226 0.673730 0.251 0.258 -0.848 0.11
O 4.621377 7.123921 1.319296 0.141 0.351 0.140 -0.26
O -5.757715 -3.732455 -2.898664 0.136 -0.386 0.520 0.03
O 5.432235 5.650713 2.975844 -0.588 2.517 2.361 -0.26
N 0.564066 -4.202337 -1.214644 1.362 0.012 0.214 -0.11
N -6.641430 -1.374414 1.806420 0.019 0.483 -0.052 0.00
C -1.509366 -4.797594 -2.509678 -0.372 -0.306 0.327 -0.14
C 0.553329 2.245907 0.088822 -0.151 0.133 -0.092 -0.09
C 2.625959 -3.489345 -0.696797 -0.043 0.888 -0.168 -0.10
C -2.983894 -2.670271 -2.753823 0.031 -1.176 0.666 -0.09
C -3.814918 -0.351861 -2.852490 -0.740 -0.699 -1.175 -0.40
C 0.701711 -2.904405 -1.607519 -1.178 0.725 -0.640 -0.14
C 1.646607 7.341855 3.363409 -0.225 -0.112 -0.050 -0.11
C -2.461900 -2.126482 0.331625 0.063 -0.136 0.650 -0.49
C 5.565220 5.242403 4.336514 -0.054 -0.369 0.319 -0.12
C -5.942915 -1.186098 -2.838640 2.118 -0.456 0.615 -0.47
C -5.818030 -1.117064 -0.354515 -1.070 0.169 -0.081 -0.16
C 5.472371 6.417320 0.422434 0.339 0.023 0.042 -0.11
C -0.596813 -5.075374 -1.304856 0.031 0.615 -0.001 -0.12
C 1.770141 -4.557308 -0.651077 0.447 -0.048 0.246 -0.11
C -2.823645 -1.086583 -0.702094 0.495 -0.529 0.652 -0.01
C 0.978270 3.072928 -2.296854 0.066 -0.286 -0.016 -0.22
C -2.856070 -4.104606 -2.160122 0.069 -0.303 -0.967 -0.14
C -3.665885 -1.608728 -1.878318 -0.075 2.254 -0.723 -0.23
C -5.193321 -1.787919 -1.598118 -1.277 -0.950 0.600 -0.19
C -6.463214 -4.868620 -3.051391 0.434 -0.047 -0.767 -0.72
C 3.997922 -1.292015 6.111686 -0.060 0.187 0.186 -0.11
C -1.305342 0.161506 -3.506287 0.189 0.925 -0.435 -0.18
C -5.773309 -3.221080 -1.539946 0.188 0.477 -0.560 -0.05
C 0.541294 1.740602 -2.920182 -0.315 -0.109 0.834 -0.21
C 4.765931 1.117960 2.711089 -0.397 0.071 -0.096 -0.09
C -0.979190 1.515639 -2.849848 0.874 -0.921 -0.016 -0.21
C -2.761833 -0.048266 -3.933624 0.677 -0.079 0.503 -0.14
C 7.983880 -1.750856 5.222246 0.210 0.089 0.109 -0.10
C 1.937824 -2.390264 -1.319614 -0.307 -1.467 0.383 -0.07
C 0.317707 3.369962 -0.939988 0.253 -0.255 -0.246 -0.25
H 4.345450 -2.314761 5.958270 -0.069 -0.025 0.021 0.08
H 2.053344 3.020951 -2.097212 0.059 0.132 -0.289 0.11
H -0.362451 1.670651 0.237585 0.062 -0.071 0.113 0.06
H -3.507236 -2.772247 -3.703257 -0.173 0.156 0.073 0.13
H 6.506250 6.477571 0.761245 0.011 -0.078 -0.005 0.08
H -5.195739 -3.843739 -0.865771 -0.104 -0.126 -0.013 0.13
H -3.090566 -4.180859 -1.101823 0.238 0.146 0.069 0.09
H 6.535683 4.773972 4.478863 0.002 -0.027 -0.173 0.09
H -6.855893 -0.884035 -0.629054 0.087 0.143 -0.164 0.13
H -0.995873 -4.258175 -3.306560 0.178 0.050 0.136 0.11
H 0.936128 1.571727 -3.924262 -0.009 0.276 -0.061 0.11
H -3.602813 -4.711957 -2.669652 -0.184 0.084 0.213 0.10
H 2.277000 -1.387801 -1.505827 0.064 0.016 -0.026 0.09
H 5.065442 1.495318 1.736211 0.142 -0.087 0.019 0.09
H 5.173711 5.372507 0.332264 -0.044 0.003 0.067 0.08
H 0.950037 8.148371 3.149257 0.072 0.024 -0.084 0.09
H -0.894361 -0.613507 -2.861014 -0.196 -0.165 -0.080 0.08
H 0.794210 3.878310 -3.012516 0.028 0.128 0.128 0.11
H 7.316338 -2.472146 5.694493 0.062 -0.052 0.019 0.08
H 1.113419 6.390650 3.347263 0.065 -0.030 -0.002 0.08
H -1.187268 1.396004 -1.789102 -0.537 0.577 -0.020 0.07
H 8.368745 -1.058024 5.971080 -0.066 0.026 -0.005 0.09
H 5.498049 6.102850 5.004919 0.082 -0.060 0.080 0.08
H -3.084433 0.851831 -4.462752 -0.025 -0.010 -0.012 0.11
H 0.866037 2.649824 1.050605 -0.062 -0.017 0.033 0.07
H -5.749024 1.120254 -1.673746 -0.067 -0.368 -0.584 0.05
H -0.708821 0.123761 -4.424228 -0.107 -0.185 -0.057 0.12
H 5.393531 6.898787 -0.550372 -0.097 0.068 0.047 0.09
H -1.747078 -5.770714 -2.942067 -0.004 0.004 -0.007 0.11
H 0.754437 4.295825 -0.565037 -0.152 0.077 0.005 0.10
H 4.451417 -0.878055 7.014928 -0.010 0.000 -0.011 0.09
H 8.812782 -2.288880 4.770136 -0.047 0.043 -0.098 0.09
H 2.917487 -1.305498 6.227159 0.005 0.066 -0.071 0.09
H -1.887705 -0.638095 -1.030864 -0.098 -0.028 -0.293 0.12
H 3.633736 -3.425448 -0.320315 0.011 -0.301 0.031 0.09
H 4.779368 4.522487 4.578216 0.069 -0.037 0.097 0.08
H -4.569196 2.069505 -3.338590 -0.354 -0.530 -0.181 0.05
H -0.961160 -3.029025 1.010917 -0.027 0.142 0.481 0.12
H -1.189697 -4.950264 -0.392022 -0.026 -0.202 0.005 0.11
H 2.077723 7.507242 4.350791 -0.095 0.049 0.029 0.08
H 1.327383 1.547105 -0.234710 0.057 0.052 0.018 0.06
H 0.966847 0.950418 -2.289180 0.118 -0.111 -0.224 0.09
H -3.330254 -0.290710 -0.155997 -0.092 0.009 -0.088 0.12
H -2.786276 -0.837106 -4.685117 -0.252 -0.176 0.186 0.12
H -0.216771 -6.094648 -1.317768 -0.010 -0.010 -0.032 0.12
H -1.972622 -2.376461 -3.026226 -0.070 0.475 0.230 0.09
H 3.729827 0.786579 2.646808 -0.024 0.030 0.072 0.09
H -5.368674 -0.168449 -0.056394 0.363 -0.201 0.092 0.10
H 1.986564 -5.531637 -0.243369 -0.322 -0.112 -0.105 0.11
H 4.851111 1.921214 3.442368 0.034 -0.040 0.040 0.08
H -6.818705 -3.155602 -1.244336 0.056 -0.041 0.234 0.15
H -1.532474 2.348086 -3.286709 -0.144 -0.023 0.085 0.12
H -0.753886 3.515316 -1.083961 -0.003 0.168 0.118 0.09
H -0.159212 -2.429079 -2.052082 0.160 0.122 -0.024 0.08

[3]
40
Properties=species:S:1:pos:R:3:forces:R:3:nbo_charge:R:1 method="wB97M-V/def2-TZVPD" max_force_ev_per_a=6.12 e_homo_ev=-4.16 charge=-1 homo_lumo_gap_ev=7.3 e_tot_ev=-26972.51903 molar_mass_g_mol=351.08
Sb 1.795348 -1.588370 -0.147233 -0.672 0.414 0.542 1.11
O -3.434393 1.572860 0.949809 1.647 -1.168 0.651 -0.57
O 1.832047 -0.340237 2.665248 -1.911 -0.051 -0.757 -0.59
O -1.160494 2.024929 3.176690 1.763 0.684 -1.419 -0.57
N 0.394315 -0.946453 -2.974961 4.822 0.864 -3.376 -0.48
C 1.729980 -1.718014 2.079835 0.965 -0.627 1.238 -0.46
C 3.083330 -0.953832 -3.228795 -1.263 0.709 -2.116 -0.30
C -1.337263 2.803322 1.939476 -1.035 0.728 -0.850 -0.11
C 0.264105 1.643943 3.377222 0.543 -0.442 -0.124 -0.08
C 1.622373 -0.374460 -5.475828 1.399 -0.881 4.144 -0.33
C -2.033259 1.950595 0.699650 1.040 -0.260 -0.742 -0.12
C -3.550468 0.217403 1.518650 -0.541 -1.038 0.730 -0.08
C -3.399953 -0.989365 0.390410 0.461 -0.663 -0.096 -0.68
C 0.678321 0.482284 2.263696 -1.014 0.405 0.147 -0.11
C 1.731493 -1.114182 -2.338866 0.147 0.907 -5.888 -0.10
C 0.399996 -0.586020 -4.421034 1.908 -0.045 -0.399 0.00
C 3.159208 -0.571653 -4.842919 -5.183 -0.490 3.217 -0.23
H -4.099795 -1.926775 0.627963 1.342 2.211 -0.320 0.20
H 2.486023 0.036330 0.069560 0.087 -0.091 -0.084 -0.26
H -2.295154 -1.441317 0.377376 -2.322 1.221 -0.062 0.24
H -3.657248 -0.628015 -0.706443 0.510 -0.552 2.400 0.22
H 0.369627 1.260821 4.480171 -0.322 0.616 -2.198 0.19
H 4.144483 -0.428739 -5.456354 -2.108 -0.360 1.375 0.22
H -0.269010 -0.219736 2.136138 1.854 1.484 0.280 0.19
H 1.458779 -0.061335 -6.614534 0.221 -0.811 2.876 0.22
H 4.118939 -1.094648 -2.660813 -2.466 0.302 -1.316 0.22
H -1.404876 0.980821 0.430516 -1.164 1.954 0.694 0.22
H -0.685367 -0.433879 -4.899431 2.573 -0.406 1.274 0.19
H 2.736641 -2.271181 2.398930 -2.176 1.189 -0.333 0.18
H -4.626274 0.150968 2.030135 2.241 0.325 -1.337 0.18
H -2.024903 2.605648 -0.297781 -0.073 -1.155 2.319 0.19
H 0.939760 2.605952 3.250842 -1.269 -1.887 0.236 0.16
H 0.840540 1.074097 1.245200 -0.114 -1.537 1.991 0.19
H -0.326134 3.302630 1.586987 -1.870 -1.219 0.603 0.18
H -2.084983 3.709528 2.150847 1.503 -2.019 -0.173 0.18
H -2.782256 0.041918 2.413270 -1.457 0.514 -2.075 0.20
H 0.138427 -0.956381 -0.064754 -0.027 0.145 -0.202 -0.28
H 3.364962 -2.339340 -0.255128 0.397 0.063 -0.166 -0.26
H 0.795257 -2.311730 2.495835 1.663 1.265 -0.619 0.17
H 1.087877 -3.168383 -0.369582 -0.098 -0.300 -0.065 -0.25